Below is a structure of composition C17H25FeN9SbSe5, with properties calculated with wB97M-V/def2-TZVPD.

Each line ends with the Mulliken spin population.
CARTESIAN COORDINATES (ANGSTROEM)
Fe  0.19  -0.21  0.03  3.757
N  -1.56  -0.49  4.00  0.000
C  -1.81  -1.81  3.73  0.001
C  -1.27  -2.06  2.50  -0.008
N  -0.70  -0.92  2.02  0.032
C  -0.89  0.01  2.92  -0.013
C  -0.49  1.37  2.63  0.020
N  -0.08  1.69  1.42  -0.002
C  0.19  3.04  1.47  0.005
C  -0.06  3.52  2.71  -0.002
N  -0.50  2.44  3.44  0.000
H  -1.82  0.00  4.83  0.000
H  -2.30  -2.45  4.43  0.001
H  -1.24  -2.98  1.95  -0.001
H  0.52  3.59  0.61  0.000
H  0.02  4.51  3.13  0.000
H  -0.75  2.45  4.42  -0.001
C  2.43  -0.16  -2.22  0.022
N  1.51  0.82  -1.60  -0.034
C  2.37  1.89  -1.06  0.027
C  0.69  1.37  -2.71  0.017
C  -0.36  2.38  -2.26  -0.003
N  -1.50  1.73  -1.63  0.019
C  -2.34  1.08  -2.63  0.014
C  -2.31  2.67  -0.87  -0.001
H  3.01  0.32  -3.02  0.002
H  1.85  -0.98  -2.64  -0.003
H  3.11  -0.55  -1.47  0.002
H  2.89  2.40  -1.88  0.002
H  3.11  1.46  -0.39  -0.001
H  1.79  2.62  -0.51  -0.008
H  0.21  0.53  -3.21  0.003
H  1.36  1.86  -3.43  -0.003
H  -0.68  2.97  -3.14  0.001
H  0.08  3.08  -1.56  -0.004
H  -2.77  1.83  -3.33  -0.002
H  -3.16  0.55  -2.15  0.000
H  -1.77  0.37  -3.22  -0.006
H  -2.77  3.43  -1.52  0.002
H  -1.71  3.17  -0.11  -0.001
H  -3.12  2.13  -0.37  0.000
Se  1.56  -3.59  4.21  0.005
Sb  2.89  -3.12  2.31  0.019
Se  1.65  -2.54  0.16  0.026
Se  2.52  -0.58  1.37  0.039
Se  5.08  -3.79  1.79  0.021
Se  -0.64  -2.87  -3.94  0.237
N  -2.39  -3.07  -3.61  0.244
C  -2.63  -2.45  -2.46  -0.044
C  -3.88  -2.33  -1.83  0.271
C  -3.95  -1.59  -0.64  -0.055
C  -2.82  -1.02  -0.10  0.187
N  -1.59  -1.13  -0.66  0.112
C  -1.48  -1.82  -1.82  -0.096
N  -0.32  -1.92  -2.44  0.150
H  -4.76  -2.78  -2.27  0.006
H  -4.90  -1.46  -0.13  0.004
H  -2.88  -0.45  0.81  0.041

Properties
2S+1: 6
Total energy (eV): -399102.760
Net charge: 0
E_HOMO (alpha / beta) (eV): -5.7114 / -7.8115